Record 1
55
Properties=species:S:1:pos:R:3:forces:R:3:nbo_charge:R:1 method="wB97M-V/def2-TZVPD" multiplicity=2 homo_lumo_gap_ev="8.6 / 2.7" charge=+1
C 1.6537 2.9637 1.6619 1.6 -1.7 -0.7 -0.499
N 1.0590 4.1303 2.2399 -1.1 0.2 1.0 0.516
O 1.3915 5.1976 1.7154 -0.7 -0.5 0.8 -0.223
O 0.3221 3.9672 3.2110 1.0 1.1 -1.6 -0.272
H 2.7280 3.0674 1.8139 0.0 0.0 0.2 0.253
H 1.5495 2.8941 0.5791 -0.5 0.4 0.1 0.248
H 1.3206 2.0472 2.1488 -0.3 0.4 0.1 0.251
C -2.0327 -1.2652 -3.3967 -0.7 0.1 0.1 -0.481
N -2.2966 -0.0382 -2.6010 2.1 1.9 -1.0 0.532
O -2.1971 1.0436 -3.2087 -0.7 -1.6 0.9 -0.383
O -2.4039 -0.1321 -1.4000 -0.5 -0.2 0.4 -0.396
H -1.1883 -1.0630 -4.0556 -0.3 0.0 0.0 0.250
H -2.9842 -1.3654 -3.9189 0.3 -0.5 -0.4 0.257
H -1.8486 -2.0909 -2.7094 -0.1 0.1 -0.1 0.232
C 2.6805 -4.6611 1.4272 0.4 0.3 -0.2 -0.495
N 3.8795 -3.7965 1.7568 -1.2 -1.1 -0.7 0.547
O 4.5558 -4.1253 2.6849 0.6 0.3 0.6 -0.333
O 4.0805 -2.8909 0.9739 0.3 0.8 0.1 -0.426
H 2.8066 -5.6127 1.9436 -0.1 0.2 -0.2 0.242
H 2.7296 -4.7058 0.3393 -0.2 -0.4 0.2 0.223
H 1.7681 -4.1487 1.7324 0.2 0.0 0.2 0.241
C 3.8151 2.3024 -4.0292 0.8 -1.4 -0.8 -0.499
N 3.1812 3.2211 -3.0801 -1.2 1.6 -2.5 0.516
O 2.7899 4.3001 -3.5439 0.8 -1.9 2.0 -0.240
O 2.9297 2.7544 -1.9706 -0.1 0.7 0.3 -0.186
H 3.1754 1.4218 -4.0879 -0.1 0.1 0.2 0.254
H 4.7976 1.9572 -3.7071 -0.1 0.3 0.5 0.263
H 3.9174 2.7138 -5.0334 -0.3 0.6 0.4 0.268
C 0.5172 -0.9885 0.0332 0.2 0.5 1.3 -0.497
N 1.1005 -0.5702 -1.2327 -0.1 0.7 -1.9 0.522
O 1.0943 0.6792 -1.5194 0.2 -1.7 0.7 -0.262
O 1.5173 -1.3868 -2.0074 0.0 0.6 0.3 -0.237
H 0.6482 -0.1116 0.6673 -0.3 -0.3 0.3 0.255
H 1.0576 -1.8541 0.4161 0.2 0.1 -0.2 0.275
H -0.5363 -1.2560 -0.0486 0.1 0.3 -0.5 0.279
C -2.7140 -2.4982 1.5486 -3.8 2.3 -0.7 -0.144
C -3.4670 -2.8733 2.8103 0.2 -0.2 0.0 0.440
O -2.4040 -3.0451 3.7017 0.4 -0.4 1.4 -0.469
C -1.2341 -3.1467 3.0499 3.1 -2.5 1.5 0.981
O -0.1695 -3.6674 3.4268 -3.7 2.2 -0.9 -0.578
O -1.4100 -2.6739 1.8269 2.7 -0.4 -1.4 -0.494
F -4.1093 -4.0534 2.6546 -0.2 -0.6 0.0 -0.330
H -2.9387 -1.4434 1.3905 0.3 0.4 0.0 0.197
H -3.1350 -2.9512 0.6511 0.6 -0.8 0.1 0.215
H -4.1975 -2.1739 3.2168 0.3 0.1 -0.1 0.188
C -2.9389 2.8506 -0.3588 -0.3 1.6 -0.1 -0.140
C -1.4406 2.7738 -0.4410 -1.3 -1.1 -0.5 0.432
O -1.2540 1.9290 0.6475 4.8 -2.3 -1.2 -0.517
C -2.2067 1.9881 1.5150 -0.6 -1.7 5.3 0.966
O -2.2703 1.4547 2.6193 1.0 0.4 -2.4 -0.596
O -3.0980 2.7705 1.0812 -4.0 2.3 -2.0 -0.455
F -0.8222 3.9248 -0.1688 0.5 1.3 0.2 -0.333
H -3.4473 2.0129 -0.8360 0.2 0.2 0.0 0.223
H -3.2690 3.8176 -0.7385 -0.4 -0.2 0.3 0.230
H -1.0522 2.4066 -1.3909 0.1 -0.5 0.3 0.188

=====

Record 2
16
Properties=species:S:1:pos:R:3:forces:R:3:nbo_charge:R:1 method="wB97M-V/def2-TZVPD" multiplicity=1 homo_lumo_gap_ev=12.3 charge=0 smiles=CC.CC
C 1.1120 1.6858 -0.7677 -2.2 -1.5 -0.1 -0.633
C 0.9954 0.3955 -1.6567 1.2 0.7 -3.8 -0.640
H 1.4162 2.6271 -1.1568 -0.6 0.7 -1.6 0.217
H 0.1229 1.8036 -0.2216 1.5 0.1 -0.3 0.213
H 1.9456 1.6161 -0.1239 0.6 -1.0 1.5 0.212
H 1.6423 -0.3987 -1.3826 0.4 -0.8 1.3 0.212
H 1.4548 0.4512 -2.7534 -0.8 0.9 1.9 0.201
H 0.0477 -0.0905 -1.9603 0.0 0.8 1.0 0.218
C -1.7379 -0.7717 1.4991 -1.2 0.8 1.9 -0.609
C -0.3998 -1.2718 1.0672 1.3 1.7 -1.0 -0.616
H -1.7825 -0.0752 2.4329 0.1 -1.5 -1.5 0.200
H -2.3175 -0.2930 0.7057 0.6 0.5 -0.1 0.204
H -2.3214 -1.6812 1.6030 -0.5 0.0 0.9 0.203
H 0.1754 -1.9173 1.7474 -0.8 -0.3 -0.3 0.212
H 0.3136 -0.4321 0.8971 -0.5 -0.4 -0.1 0.200
H -0.6669 -1.6481 0.0708 1.1 -0.7 0.3 0.209

=====

Record 3
14
Properties=species:S:1:pos:R:3:forces:R:3:nbo_charge:R:1 method="wB97M-V/def2-TZVPD" multiplicity=1 homo_lumo_gap_ev=7.6 charge=-1
O 0.7222 -1.0554 -0.5821 -0.5 0.1 -0.1 -0.787
O 1.2338 0.4015 1.7799 -0.1 -0.3 -0.3 -0.750
C -0.3944 -0.1868 -0.8354 0.2 -0.5 -0.2 -0.058
C -0.0040 0.9808 1.3858 0.0 0.3 0.2 -0.056
C -0.1436 1.1290 -0.1256 0.0 0.3 -0.2 -0.448
H 0.5375 -1.9258 -0.9927 -0.1 0.0 0.0 0.531
H 1.3637 -0.3808 1.2042 -0.1 0.4 0.2 0.500
H -0.5157 -0.0267 -1.9240 0.0 -0.1 0.4 0.170
H -1.3275 -0.6466 -0.4568 0.3 0.1 -0.1 0.165
H -0.0378 1.9773 1.8667 0.0 -0.4 -0.2 0.161
H -0.8550 0.3898 1.7758 0.2 0.1 -0.1 0.150
H 0.7707 1.6044 -0.5297 -0.3 -0.2 0.2 0.205
H -0.9970 1.7986 -0.3468 0.3 -0.2 0.1 0.199
Cl -0.3528 -4.0593 -2.2194 0.1 0.4 0.2 -0.981

=====

Record 4
13
Properties=species:S:1:pos:R:3:forces:R:3:nbo_charge:R:1 method="wB97M-V/def2-TZVPD" multiplicity=1 homo_lumo_gap_ev=9.3 charge=0
C -0.3147 1.2342 -0.3730 -0.4 0.0 -0.2 -0.508
N 0.2128 -0.0923 -0.1622 0.0 0.4 -0.1 -0.187
N -0.4380 -1.1208 -0.2748 0.1 -1.3 0.2 0.053
N -1.7197 -1.1444 -0.5802 -0.8 0.6 -0.3 -0.629
H -1.1014 1.4703 0.3521 0.0 0.0 0.0 0.203
H 0.5191 1.9186 -0.2424 0.0 0.1 0.0 0.244
H -0.7167 1.3466 -1.3863 0.0 0.0 0.0 0.202
H -2.1206 -2.0566 -0.7102 0.2 0.1 0.0 0.396
H -2.2607 -0.3250 -0.8364 0.2 -0.1 0.0 0.371
C 1.9355 -0.2951 1.0039 0.4 -0.2 0.4 0.278
O 2.7759 0.4347 0.5374 0.5 0.4 0.0 -0.621
H 1.9123 -1.3779 0.8019 0.0 -0.1 -0.1 0.108
H 1.3163 0.0077 1.8702 0.0 0.0 0.0 0.090

=====

What is the multiplicity in the second record? 1

=====

Please write out number 2 again, unchanged.
16
Properties=species:S:1:pos:R:3:forces:R:3:nbo_charge:R:1 method="wB97M-V/def2-TZVPD" multiplicity=1 homo_lumo_gap_ev=12.3 charge=0 smiles=CC.CC
C 1.1120 1.6858 -0.7677 -2.2 -1.5 -0.1 -0.633
C 0.9954 0.3955 -1.6567 1.2 0.7 -3.8 -0.640
H 1.4162 2.6271 -1.1568 -0.6 0.7 -1.6 0.217
H 0.1229 1.8036 -0.2216 1.5 0.1 -0.3 0.213
H 1.9456 1.6161 -0.1239 0.6 -1.0 1.5 0.212
H 1.6423 -0.3987 -1.3826 0.4 -0.8 1.3 0.212
H 1.4548 0.4512 -2.7534 -0.8 0.9 1.9 0.201
H 0.0477 -0.0905 -1.9603 0.0 0.8 1.0 0.218
C -1.7379 -0.7717 1.4991 -1.2 0.8 1.9 -0.609
C -0.3998 -1.2718 1.0672 1.3 1.7 -1.0 -0.616
H -1.7825 -0.0752 2.4329 0.1 -1.5 -1.5 0.200
H -2.3175 -0.2930 0.7057 0.6 0.5 -0.1 0.204
H -2.3214 -1.6812 1.6030 -0.5 0.0 0.9 0.203
H 0.1754 -1.9173 1.7474 -0.8 -0.3 -0.3 0.212
H 0.3136 -0.4321 0.8971 -0.5 -0.4 -0.1 0.200
H -0.6669 -1.6481 0.0708 1.1 -0.7 0.3 0.209